# C31H24N5O4SSc

A structure of composition C31H24N5O4SSc (the ωB97M-V functional and the def2-TZVPD basis, the Open Molecules 2025 dataset).

Calculated values
* HOMO level: -0.2782 Eh
* DFT total energy: -2929.61695 Ha
* spin multiplicity: 1
* lowest unoccupied orbital energy: 0.32 eV

Geometry as XYZ:
```
66
Properties=species:S:1:pos:R:3:lowdin_charge:R:1
Sc 0.3378 0.1348 0.2361 1.01
C -2.4869 -0.5158 5.3472 -0.08
O -1.6920 -0.2028 4.2223 -0.09
C -1.6289 1.1114 3.8576 -0.22
C -2.3117 2.1317 4.4884 -0.02
C -2.1760 3.4586 4.0585 -0.09
C -1.3455 3.7461 3.0053 -0.06
C -0.6604 2.7188 2.3365 -0.13
C 0.3187 3.0912 1.3199 -0.04
N 0.8258 2.2416 0.5150 -0.07
N 1.9234 2.6442 -0.2504 0.10
C 2.6480 1.5870 -0.4809 -0.44
O 2.3781 0.3862 -0.0522 -0.15
C 3.8877 1.7517 -1.2940 -0.14
C 4.2782 2.9960 -1.7810 -0.03
C 5.4283 3.1125 -2.5439 -0.09
C 6.1978 1.9902 -2.8279 -0.10
C 5.8107 0.7488 -2.3457 -0.08
C 4.6575 0.6305 -1.5812 -0.02
C -0.7973 1.3793 2.7422 -0.27
O -0.1671 0.3909 2.1447 -0.16
H -2.4118 -1.5902 5.4897 0.09
H -2.1214 -0.0054 6.2426 0.10
H -3.5340 -0.2448 5.1837 0.09
H -2.9522 1.9146 5.3315 0.10
H -2.7162 4.2434 4.5699 0.10
H -1.2061 4.7695 2.6785 0.11
H 0.7029 4.1111 1.2993 0.13
H 3.6731 3.8637 -1.5565 0.11
H 5.7269 4.0816 -2.9231 0.10
H 7.0969 2.0841 -3.4240 0.10
H 6.4016 -0.1309 -2.5669 0.10
H 4.3358 -0.3288 -1.2014 0.11
O 0.0677 0.1864 -1.7209 -0.16
C -0.7968 0.2238 -2.7069 -0.33
C -0.3544 0.4306 -4.0223 0.00
C -1.2471 0.4601 -5.0716 -0.08
C -2.6141 0.2777 -4.8487 -0.10
C -3.0580 0.0723 -3.5597 -0.05
C -2.1739 0.0497 -2.4756 -0.09
C -2.6644 -0.1648 -1.1115 -0.25
N -1.9465 -0.3567 -0.0119 0.05
C -2.8428 -0.5647 1.0215 -0.10
C -4.1072 -0.4865 0.5460 -0.06
N -3.9805 -0.2379 -0.8052 0.11
H 0.7076 0.5696 -4.1761 0.12
H -0.8825 0.6245 -6.0780 0.10
H -3.3154 0.2921 -5.6713 0.10
H -4.1192 -0.0857 -3.4016 0.10
H -2.4994 -0.7415 2.0269 0.10
H -5.0669 -0.5769 1.0214 0.11
H -4.7330 -0.1038 -1.4548 0.14
S 2.3240 -3.8001 1.9555 1.10
C 1.8214 -2.1986 1.6061 -0.43
N 0.8883 -2.0755 0.7178 -0.01
C 0.4972 -3.3180 0.2287 -0.28
C -0.4740 -3.5174 -0.7536 0.01
C -0.7485 -4.8119 -1.1332 -0.07
C -0.0714 -5.8964 -0.5513 -0.08
C 0.8943 -5.7032 0.4122 -0.08
C 1.1765 -4.3912 0.7989 -0.46
H 2.2682 -1.3415 2.0918 0.09
H -0.9821 -2.6715 -1.1977 0.11
H -1.4945 -4.9966 -1.8946 0.11
H -0.3104 -6.9029 -0.8682 0.10
H 1.4161 -6.5443 0.8481 0.11
```

---

# C28H20ClCoN2OPS5Sb

A structure of composition C28H20ClCoN2OPS5Sb in a non-equilibrium geometry (the ωB97M-V functional and the def2-TZVPD basis, the Open Molecules 2025 dataset).

Calculated values
* net charge: -1
* HOMO level (spin up / spin down): -0.1521 / -0.1576 Eh
* DFT total energy: -5679.42523 Ha
* spin multiplicity: 2
* lowest unoccupied orbital energy (spin up / spin down): 0.82 / 0.83 eV

Geometry as XYZ:
```
60
Properties=species:S:1:pos:R:3:lowdin_charge:R:1
Co 0.5015 0.0508 -0.3454 -0.01
Cl -5.6464 3.6958 -1.4079 0.64
C -4.1436 2.8293 -1.4610 -0.68
C -3.6971 2.3094 -2.6740 -0.09
C -2.5236 1.5868 -2.7048 0.02
C -1.7648 1.3559 -1.5442 -0.29
O -0.6888 0.6332 -1.6187 -0.29
C -2.2198 1.9278 -0.3117 -0.12
C -1.5278 1.7267 0.8936 -0.01
N -0.3872 1.0601 1.0244 0.01
C 0.1725 0.8385 2.2558 -0.23
C -0.2394 1.3576 3.4917 0.00
C 0.3752 0.9348 4.6563 -0.08
C 1.3987 0.0067 4.6461 -0.03
C 1.8699 -0.5138 3.4299 -0.16
C 2.8894 -1.4790 3.3135 -0.01
C 3.2508 -1.9275 2.0582 -0.02
C 2.6248 -1.4170 0.9346 -0.11
N 1.6454 -0.5063 1.0099 -0.04
C 1.2606 -0.0679 2.2312 -0.17
C -3.4210 2.6631 -0.3081 -0.06
H -4.2663 2.4700 -3.5764 0.11
H -2.1639 1.1743 -3.6375 0.12
H -1.9978 2.1103 1.7929 0.12
H -1.0410 2.0766 3.5536 0.10
H 0.0258 1.3329 5.5988 0.10
H 1.8441 -0.3261 5.5707 0.11
H 3.3651 -1.8611 4.2048 0.11
H 4.0157 -2.6796 1.9353 0.11
H 2.9162 -1.7495 -0.0525 0.07
H -3.7681 3.0982 0.6164 0.11
S 2.4639 -3.1543 -3.1338 -0.33
Sb 0.7830 -1.5793 -2.9748 0.30
S 2.1280 0.1672 -1.8899 0.04
S -0.1480 -2.2127 -0.7247 0.07
S -2.7971 -4.9175 0.5542 0.16
P -2.2207 -3.7271 2.0022 0.04
S -1.5336 -1.8877 1.4911 0.25
C -1.0336 -4.5528 3.1341 -0.37
C -1.3977 -5.7834 3.6671 -0.10
C -0.5480 -6.4338 4.5417 -0.09
C 0.6673 -5.8566 4.8818 -0.10
C 1.0338 -4.6363 4.3383 -0.09
C 0.1845 -3.9814 3.4631 -0.10
C -3.5768 -3.2643 3.1467 -0.39
C -3.2707 -2.4982 4.2647 -0.11
C -4.2902 -2.0234 5.0659 -0.10
C -5.6112 -2.3121 4.7535 -0.10
C -5.9122 -3.0846 3.6439 -0.09
C -4.8940 -3.5587 2.8345 -0.10
H -2.3469 -6.2225 3.3900 0.10
H -0.8312 -7.3907 4.9600 0.10
H 1.3302 -6.3627 5.5716 0.09
H 1.9830 -4.1887 4.5964 0.09
H 0.4585 -3.0239 3.0428 0.06
H -2.2368 -2.2636 4.4833 0.10
H -4.0525 -1.4165 5.9282 0.09
H -6.4065 -1.9261 5.3769 0.09
H -6.9402 -3.3120 3.3977 0.10
H -5.1061 -4.1524 1.9545 0.07
```

---

# C33H53N2O2P2SW

A structure of composition C33H53N2O2P2SW in a non-equilibrium geometry (the ωB97M-V functional and the def2-TZVPD basis, the Open Molecules 2025 dataset).

Calculated values
* net charge: +3
* HOMO level (spin up / spin down): -0.5848 / -0.5850 Eh
* DFT total energy: -2696.05309 Ha
* spin multiplicity: 3
* lowest unoccupied orbital energy (spin up / spin down): -11.19 / -11.23 eV

Geometry as XYZ:
```
94
Properties=species:S:1:pos:R:3:lowdin_charge:R:1
C -1.9025 -1.7473 -0.9045 -0.28
C 0.3285 -1.9021 -1.7793 -0.31
C -2.2467 -2.8157 -1.7437 0.02
C -0.1458 -2.6610 -2.8846 0.02
C -1.3914 -3.2234 -2.7731 0.01
H -3.1925 -3.3076 -1.4927 0.15
H 0.4991 -2.8081 -3.7656 0.15
H -1.7172 -4.0453 -3.4341 0.15
N -0.5862 -1.3443 -0.8588 -0.05
P -2.5093 0.5914 0.6145 1.07
P 2.2182 -0.7504 -0.0161 1.09
C -2.8900 -1.1386 0.1126 -0.25
H -3.9017 -1.1821 -0.3326 0.10
H -2.9105 -1.8159 0.9874 0.11
C 0.4446 0.9070 2.1444 -0.26
O 0.7750 1.3445 3.2021 0.11
C 1.7236 -1.6077 -1.5691 -0.21
H 2.1591 -1.1764 -2.4471 0.07
C 3.6227 0.6887 -0.2982 -0.61
C 2.9397 -2.4305 0.3560 -0.65
C -3.3940 1.6211 -0.7332 -0.65
C -3.3764 0.7314 2.3274 -0.66
C 3.1165 2.0519 0.1849 -0.11
H 2.7799 2.0133 1.2281 0.07
H 3.9576 2.7653 0.1442 0.12
H 2.3008 2.4569 -0.4256 0.05
C 4.8248 0.3446 0.5763 -0.08
H 4.5149 0.2333 1.6205 0.09
H 5.3558 -0.5503 0.2469 0.08
H 5.5457 1.1733 0.5458 0.11
C 4.0117 0.7884 -1.7758 -0.07
H 4.8371 1.5209 -1.8715 0.12
H 4.3741 -0.1652 -2.1888 0.09
H 3.1728 1.1492 -2.3933 0.07
C 3.6650 -2.4165 1.7040 -0.09
H 3.0611 -1.8836 2.4569 0.06
H 3.7767 -3.4593 2.0548 0.11
H 4.6707 -1.9715 1.6496 0.07
C 1.7543 -3.4383 0.4892 -0.07
H 1.0659 -3.0959 1.2815 0.06
H 1.1818 -3.5719 -0.4400 0.07
H 2.1248 -4.4487 0.7460 0.12
C 3.8941 -2.8701 -0.8031 -0.04
H 3.4509 -2.7052 -1.8111 0.08
H 4.8495 -2.3179 -0.7929 0.09
H 4.1108 -3.9524 -0.7361 0.12
C -3.2264 2.1865 2.7809 -0.07
H -3.6030 2.2598 3.8092 0.11
H -2.1764 2.5167 2.7877 0.08
H -3.8169 2.8828 2.1710 0.08
C -2.6381 -0.1984 3.2897 -0.12
H -2.6925 -1.2528 2.9920 0.08
H -1.5807 0.0718 3.4050 0.00
H -3.1027 -0.1090 4.2802 0.11
C -4.8492 0.3041 2.2837 -0.06
H -5.1970 0.2396 3.3221 0.11
H -5.4911 1.0313 1.7816 0.07
H -4.9918 -0.6831 1.8262 0.09
C -3.0205 1.1007 -2.1227 -0.08
H -3.5782 1.6846 -2.8672 0.12
H -1.9702 1.2650 -2.3440 0.03
H -3.2377 0.0395 -2.2746 0.09
C -2.8791 3.0515 -0.5690 -0.09
H -1.7948 3.0989 -0.7138 0.03
H -3.3482 3.6696 -1.3453 0.11
H -3.1241 3.4864 0.4047 0.07
C -4.9255 1.5541 -0.6380 -0.06
H -5.3001 0.5192 -0.6307 0.09
H -5.3289 2.1064 0.2190 0.08
H -5.3319 2.0347 -1.5418 0.11
W 0.0156 0.3963 0.2586 1.23
N 0.0092 1.6620 -1.2098 -0.08
C -0.1478 2.4256 -2.2228 0.07
C 0.6014 2.4218 -3.5394 -0.20
C 0.8241 3.7028 -4.0346 -0.04
C 1.0379 1.3572 -4.4163 -0.02
C 0.9497 3.9899 -5.3913 -0.02
H 0.6620 4.5773 -3.3422 0.15
C 1.2708 1.6210 -5.7718 -0.03
H 1.1381 0.3210 -4.0892 0.09
C 1.1700 2.9296 -6.2915 0.01
H 0.7971 5.0269 -5.7288 0.14
H 1.4988 0.8274 -6.4788 0.12
H 1.2826 3.1083 -7.3629 0.13
C -0.6099 -2.4708 5.5409 -0.22
S 0.2844 -1.4655 4.3544 0.77
C 1.5301 -0.7234 5.4242 -0.22
O 1.0211 -2.4013 3.4579 -0.54
H -1.2003 -1.8179 6.1900 0.07
H 0.1149 -3.0524 6.1166 0.07
H -1.2675 -3.1249 4.9641 0.06
H 2.2456 -0.1817 4.8016 0.05
H 1.0219 -0.0304 6.0952 0.07
H 2.0117 -1.5372 5.9677 0.07
```

---

# C4H3ClFNO

An isolated molecule of C4H3ClFNO in a non-equilibrium geometry (the ωB97M-V functional and the def2-TZVPD basis, the Open Molecules 2025 dataset).

Calculated values
* HOMO level: -0.4250 Eh
* DFT total energy: -844.21007 Ha
* spin multiplicity: 1
* lowest unoccupied orbital energy: 0.73 eV
* SMILES: N#C[C@]1([C@@H](F)Cl)CO1

Geometry as XYZ:
```
11
Properties=species:S:1:pos:R:3:lowdin_charge:R:1
N 1.3412 2.4471 -0.2350 0.19
C 0.8584 1.3956 -0.1929 -0.14
C 0.2796 0.0567 -0.1650 -0.48
C -1.1624 0.0151 -0.6375 -0.66
F -1.6582 -1.2302 -0.3476 -0.04
Cl -2.2310 1.1097 0.2114 0.72
C 0.8157 -0.8604 0.8437 -0.04
O 1.1400 -0.9613 -0.5343 0.05
H -1.2315 0.2201 -1.7351 0.14
H 0.2531 -1.6898 1.2847 0.13
H 1.5951 -0.5026 1.5077 0.13
```